A 2-piece molecular cluster, C11H17N3 overall in a non-equilibrium geometry. Source: the Open Molecules 2025 dataset; level of theory: ωB97M-V with the def2-TZVPD basis set.

XYZ file:
```
31
Properties=species:S:1:pos:R:3:forces:R:3:lowdin_charge:R:1
C -3.135323 -4.160977 -0.965078 0.1 0.0 -0.2 -0.02
C -3.821887 -3.171866 -0.251981 -1.0 0.4 -1.6 0.02
C -1.893911 -3.856434 -1.477673 0.8 0.9 0.8 0.00
C -3.121738 -1.927116 -0.127382 -2.7 0.2 0.9 -0.02
C -1.181784 -2.621612 -1.320662 2.0 -0.3 -1.4 0.00
C -1.874232 -1.878630 -0.523864 -1.2 0.4 0.6 0.09
C -1.517429 1.193504 -1.377291 -2.0 2.3 -2.7 0.00
C 1.056025 1.998047 -0.597705 0.0 1.6 -1.7 -0.15
C 0.501026 0.558412 1.347317 -0.3 -1.8 -1.2 -0.11
C 2.505690 1.989667 -0.118622 0.2 0.0 -0.7 -0.11
C 1.969174 0.558214 1.772903 -1.6 3.5 3.1 -0.05
N 0.334201 0.855645 -0.094075 1.6 -1.2 0.3 -0.19
N -0.935823 0.626920 -0.448522 0.4 -2.1 1.1 -0.02
N 2.647544 1.862553 1.343574 -0.9 -0.8 0.3 0.06
H -3.511494 -5.146386 -1.263181 -0.3 0.5 0.5 0.15
H -4.975584 -3.122912 -0.270493 2.1 -0.3 0.8 0.17
H -1.211086 -4.561526 -1.843996 0.4 -1.4 -0.8 0.12
H -3.818684 -1.117164 -0.041319 0.2 0.8 0.4 0.14
H -0.183398 -2.422183 -1.703693 -0.2 -0.5 0.1 0.15
H -1.279810 2.057983 -2.023837 1.0 -0.3 0.6 0.11
H -2.527963 0.920511 -1.620521 -0.4 -0.6 0.3 0.08
H 0.501683 2.931231 -0.353958 0.4 -0.2 0.1 0.14
H 1.160857 2.045069 -1.760237 -0.5 -0.5 1.9 0.17
H 0.026912 -0.497655 1.543527 1.1 2.0 -0.3 0.17
H -0.115025 1.284986 1.801687 -0.4 0.8 1.5 0.11
H 2.981065 1.124029 -0.628985 0.0 0.4 0.8 0.16
H 3.116593 2.858364 -0.301470 -0.4 0.5 -1.1 0.14
H 2.050173 0.758389 2.871233 -0.4 -1.4 -0.6 0.16
H 2.420766 -0.312834 1.468135 1.7 -1.5 -0.9 0.11
H 3.620323 1.948272 1.599421 0.8 -0.8 0.0 0.18
H 2.278418 2.653206 1.926027 -0.5 -0.6 -1.0 0.21
```
Forces are in eV/Å.

Output
* LUMO energy (alpha / beta): -8.441 / -8.441 eV
* relative energy (zero: lowest compared OMol25 entry of this formula, charge and spin): 163.3 kJ/mol
* F_max: 4.9 eV/Å
* net charge: +2
* molar mass: 191.28 g/mol